No. 1
{"formula": "C23H34Br2NO5S3SiTa", "method": "ωB97M-V with the def2-TZVPD basis set", "charge": 2, "e_homo_ev": -14.2, "e_lumo_ha": -0.285, "gap_ev": 6.4, "total_energy_ev": -218144.0454, "elements": ["Ta", "Br", "C", "C", "C", "Br", "C", "C", "C", "C", "N", "C", "C", "O", "H", "H", "H", "H", "C", "C", "C", "C", "O", "Si", "S", "O", "C", "C", "C", "C", "O", "C", "C", "C", "C", "H", "H", "H", "H", "H", "H", "H", "H", "H", "H", "H", "H", "H", "H", "H", "H", "H", "H", "H", "H", "H", "H", "H", "H", "H", "H", "H", "C", "O", "C", "S", "S", "H", "H", "H"], "positions_angstrom": [[0.15176, 0.55684, -0.31056], [-4.60597, 0.02665, -1.84151], [-3.77451, -0.93352, -0.48119], [-4.49441, -1.90475, 0.25983], [-3.88600, -2.63947, 1.23848], [-4.87162, -3.93063, 2.17175], [-2.50622, -2.44165, 1.54757], [-1.74310, -3.17337, 2.47033], [-0.40055, -2.89561, 2.60909], [0.18363, -1.87002, 1.87096], [-0.51282, -1.12433, 1.00993], [-1.83511, -1.44599, 0.82710], [-2.46109, -0.72480, -0.18230], [-1.62108, 0.14107, -0.80963], [-5.53767, -2.06653, 0.02809], [-2.20907, -3.96119, 3.04804], [0.21947, -3.46094, 3.28979], [1.23539, -1.65027, 1.98575], [2.21432, 2.62828, 2.99962], [1.06360, 1.68238, 2.77080], [1.00358, 0.56745, 3.78521], [-0.26203, 2.38837, 2.64132], [1.33418, 1.01854, 1.33192], [2.84571, 0.32569, 0.87091], [2.11453, -0.53725, -1.00399], [4.00641, 1.37635, 0.67947], [4.53292, 2.36670, -0.27756], [5.28453, 3.37713, 0.56592], [3.37510, 3.00992, -1.02039], [5.45793, 1.61997, -1.22007], [3.16777, -0.80739, 1.93991], [4.43504, -1.47095, 2.34674], [5.17653, -1.87777, 1.08731], [5.22382, -0.48761, 3.18977], [3.99264, -2.67624, 3.15321], [2.03689, 3.13018, 3.95261], [2.26944, 3.38780, 2.22060], [3.16992, 2.10907, 3.07431], [0.81393, 1.03734, 4.75213], [1.93840, 0.01647, 3.85304], [0.17633, -0.11376, 3.59582], [-0.53282, 2.75959, 3.63060], [-1.06268, 1.70438, 2.33666], [-0.21242, 3.24602, 1.97661], [4.60659, 3.92548, 1.22104], [5.78743, 4.09607, -0.08105], [6.03986, 2.87911, 1.17349], [2.64472, 3.43271, -0.32738], [2.88160, 2.28646, -1.67498], [3.74308, 3.82008, -1.64984], [6.31382, 1.21206, -0.68226], [5.83203, 2.30009, -1.98576], [4.92981, 0.80541, -1.72015], [5.51044, -1.00222, 0.52492], [4.54405, -2.49926, 0.45103], [6.06024, -2.45839, 1.35139], [5.41320, 0.43512, 2.64092], [6.18618, -0.92732, 3.45302], [4.69668, -0.25675, 4.11705], [3.45499, -3.38848, 2.52483], [3.35475, -2.36804, 3.98336], [4.86281, -3.18314, 3.56955], [0.30941, 0.68781, -3.64966], [0.03904, 1.28368, -2.34157], [-0.07320, 2.69244, -2.22134], [0.04383, 3.70112, -3.43601], [-0.35973, 2.97464, -0.52498], [0.27855, -0.38528, -3.49225], [1.28568, 1.01520, -3.99751], [-0.47508, 1.00655, -4.32781]]}

=====

No. 2
{"formula": "C23H34CaCl2F3N3O13PS", "method": "ωB97M-V with the def2-TZVPD basis set", "charge": -3, "e_homo_ev": 1.1, "e_lumo_ha": 0.094, "gap_ev": 1.5, "total_energy_ev": -127232.8299, "elements": ["C", "C", "C", "N", "C", "O", "C", "C", "N", "C", "C", "C", "C", "F", "C", "O", "C", "S", "O", "O", "F", "C", "C", "O", "H", "H", "H", "H", "H", "H", "H", "H", "H", "H", "H", "H", "H", "H", "Cl", "C", "C", "C", "N", "C", "C", "C", "C", "C", "C", "H", "H", "H", "H", "H", "H", "H", "H", "H", "H", "H", "H", "H", "H", "H", "H", "H", "H", "H", "H", "Ca", "F", "O", "Cl", "O", "O", "O", "O", "P", "O", "O", "O"], "positions_angstrom": [[-0.28862, -0.52777, 8.13084], [-1.00249, -0.86300, 7.03928], [-0.89534, -0.09365, 5.72799], [0.46370, -0.06261, 5.13407], [0.84769, 1.08477, 4.43971], [0.66224, 2.22620, 4.71389], [1.64644, 0.59330, 3.22952], [2.26137, 1.30992, 2.19099], [2.22243, 2.67797, 2.08413], [1.90108, 3.13613, 0.69098], [3.03285, 4.04048, 0.01211], [3.45595, 3.52659, -1.39432], [2.94002, 0.52656, 1.23947], [3.56682, 1.11899, 0.22094], [2.97197, -0.83533, 1.26940], [3.65139, -1.43785, 0.24179], [2.31414, -1.55828, 2.29576], [2.33436, -3.29964, 2.26189], [2.38817, -3.70130, 0.88471], [1.24743, -3.91467, 2.92956], [3.74082, -3.77965, 2.85819], [1.68292, -0.78806, 3.29272], [0.95286, -1.23615, 4.55164], [0.81790, -2.31834, 5.03292], [-0.71254, -0.63141, 9.11691], [0.72711, -0.14935, 7.99120], [-1.62886, -1.73848, 7.03020], [-1.14080, 0.94268, 5.96615], [-1.63478, -0.44326, 4.99949], [3.08295, 3.12725, 2.47053], [0.96624, 3.80639, 0.79085], [1.62064, 2.31844, 0.03168], [3.99441, 4.07076, 0.64922], [2.66441, 5.13750, -0.06403], [3.33530, 4.30292, -2.14155], [2.83506, 2.68877, -1.69909], [4.48592, 3.17199, -1.29339], [4.42580, -1.86960, 0.61866], [-3.10647, -0.43463, 8.41597], [0.84971, -0.19882, -1.62793], [0.87237, -1.72476, -1.80908], [-0.13302, -2.26619, -2.80775], [-1.54194, -2.48928, -2.28798], [-2.33380, -3.00611, -3.47084], [-3.82719, -3.08103, -3.21434], [-4.37192, -1.72851, -2.77743], [-3.62757, -1.24908, -1.54356], [-2.12868, -1.18711, -1.77656], [-1.52038, -3.52296, -1.21113], [0.02663, 0.14677, -1.00737], [1.76572, 0.12209, -1.13372], [0.79329, 0.31797, -2.58787], [0.81050, -2.21995, -0.83876], [1.86384, -1.96659, -2.19773], [0.20273, -3.23966, -3.17119], [-0.21582, -1.59978, -3.66701], [-2.13972, -2.32402, -4.29900], [-1.92666, -3.98597, -3.72004], [-4.32653, -3.39908, -4.13156], [-4.05583, -3.84280, -2.46340], [-5.43951, -1.80237, -2.56813], [-4.25593, -1.00019, -3.58601], [-3.85404, -1.90054, -0.69356], [-3.97462, -0.25375, -1.26546], [-1.63073, -0.96138, -0.83861], [-1.89123, -0.41939, -2.51431], [-0.97400, -3.13593, -0.35660], [-1.03584, -4.41515, -1.60034], [-2.53757, -3.74993, -0.90990], [3.47013, 4.94039, 1.98155], [-0.14925, 4.54476, 1.51971], [-0.48278, 3.29188, -4.30602], [0.58034, 4.26490, -4.35236], [0.07454, 5.60521, -4.18128], [1.27818, 4.17101, -5.62175], [1.51603, 3.94138, -3.27843], [-5.06470, 1.82789, -6.23690], [-3.71018, 1.83582, -5.52821], [-3.88262, 2.33367, -4.09916], [-2.76739, 2.78355, -6.25794], [-3.13510, 0.41848, -5.52300]]}

=====

What is the formula in the first record?
C23H34Br2NO5S3SiTa